# 1
C17H32FeNO2P2 as an isolated structure in a non-equilibrium geometry. Source: OMol25; level of theory: ωB97M-V with the def2-TZVPD basis set.

Output
Multiplicity ... 6
E_tot ... -76679.473 eV
Net charge ... +2

Cartesian coordinates (Å):
Fe1 0.0052 -0.0691 -0.6586
P1 1.9438 -0.8814 -0.0803
C1 2.2646 -1.1749 -1.8828
C2 1.0248 -1.6438 -2.6003
N1 -0.1499 -1.2420 -2.0673
C3 -1.3552 -1.4844 -2.6282
C4 -1.4067 -2.2485 -3.7795
C5 -0.2136 -2.6748 -4.3621
C6 1.0110 -2.3689 -3.7733
C7 -2.5563 -0.8410 -1.9816
P2 -2.0401 0.5341 -0.8515
H1 1.9621 -2.6518 -4.2166
H2 -2.3842 -2.5008 -4.1881
H3 -0.2425 -3.2484 -5.2809
H4 -3.2350 -0.4151 -2.7416
H5 -3.0947 -1.5680 -1.3474
H6 2.5748 -0.1688 -2.2499
H7 3.0945 -1.8940 -1.9561
H8 1.1877 3.9857 -2.5935
O1 1.5240 3.1471 -2.9656
H9 2.2898 3.3832 -3.5255
H10 -0.4670 4.6655 -0.3506
O2 -0.5714 4.5603 -1.3204
H11 -1.1418 5.3124 -1.5636
C8 -1.8272 1.9043 -2.0175
H12 -2.7250 1.9671 -2.6481
H13 -1.5872 2.8595 -1.5255
H14 -0.9542 1.6722 -2.6411
C9 -3.3542 0.8385 0.3162
H15 -3.0813 1.7123 0.9217
H16 -4.3314 0.9913 -0.1687
H17 -3.4105 -0.0170 1.0023
C10 1.9721 -2.5193 0.6999
H18 2.9312 -3.0251 0.5251
H19 1.7686 -2.4102 1.7725
H20 1.1528 -3.1126 0.2778
C11 3.2850 0.1273 0.5671
H21 3.0267 0.4606 1.5799
H22 4.2447 -0.4097 0.5707
H23 3.3494 1.0132 -0.0759
C12 -1.2774 0.6925 4.2055
C13 -0.0145 -0.0726 3.8166
C14 1.2271 0.6931 4.2644
C15 -0.0208 -1.4933 4.3757
C16 0.0064 -0.1304 2.3710
C17 -0.1699 -0.0418 1.1490
H24 -1.3890 0.7960 5.2899
H25 -2.1750 0.1821 3.8325
H26 -1.2409 1.7087 3.7900
H27 1.2903 0.7889 5.3527
H28 2.1414 0.1880 3.9316
H29 1.2060 1.7105 3.8553
H30 -0.9122 -2.0386 4.0439
H31 0.8739 -2.0434 4.0606
H32 -0.0286 -1.5050 5.4701

Let us look at the natural (NBO) charges, expressed in e, one per atom: atom 1 (Fe): 1.3534, atom 2 (P): 0.9711, atom 3 (C): -0.7751, atom 4 (C): 0.2418, atom 5 (N): -0.6585, atom 6 (C): 0.2672, atom 7 (C): -0.2175, atom 8 (C): -0.0742, atom 9 (C): -0.2152, atom 10 (C): -0.7478, atom 11 (P): 0.9184, atom 12 (H): 0.2588, atom 13 (H): 0.2584, atom 14 (H): 0.2601, atom 15 (H): 0.2770, atom 16 (H): 0.2820, atom 17 (H): 0.2815, atom 18 (H): 0.2765, atom 19 (H): 0.4995, atom 20 (O): -0.9846, atom 21 (H): 0.4869, atom 22 (H): 0.4871, atom 23 (O): -0.9637, atom 24 (H): 0.4985, atom 25 (C): -0.9698, atom 26 (H): 0.2569, atom 27 (H): 0.3069, atom 28 (H): 0.2547, atom 29 (C): -0.9498, atom 30 (H): 0.2779, atom 31 (H): 0.2772, atom 32 (H): 0.2743, atom 33 (C): -0.9400, atom 34 (H): 0.2698, atom 35 (H): 0.2742, atom 36 (H): 0.2591, atom 37 (C): -0.9483, atom 38 (H): 0.2768, atom 39 (H): 0.2705, atom 40 (H): 0.2664, atom 41 (C): -0.5847, atom 42 (C): -0.1910, atom 43 (C): -0.5848, atom 44 (C): -0.5847, atom 45 (C): 0.1624, atom 46 (C): -0.6587, atom 47 (H): 0.2386, atom 48 (H): 0.2130, atom 49 (H): 0.2122, atom 50 (H): 0.2424, atom 51 (H): 0.2065, atom 52 (H): 0.2166, atom 53 (H): 0.2214, atom 54 (H): 0.2084, atom 55 (H): 0.2438

# 2
A 5-piece molecular cluster, CH10O6 overall in a non-equilibrium geometry. Source: OMol25; level of theory: ωB97M-V with the def2-TZVPD basis set.

Output
SMILES string ... O=CO.O.O.O.O
ΔE to the lowest compared entry with this formula, charge and spin ... 35.5 kcal/mol
Net charge ... 0

Cartesian coordinates (Å):
O1 -1.6245 -0.7090 1.1062
C1 -1.4498 -1.7249 0.4879
O2 -1.1485 -1.6787 -0.8226
H1 -1.6154 -2.7190 0.9178
H2 -0.4996 -0.9285 -0.7901
H3 -2.9042 2.2046 0.1551
H4 -2.7062 3.1042 -1.0553
O3 -2.5068 2.2265 -0.7214
H5 1.6101 -1.6070 -1.2962
H6 2.0664 -0.1680 -1.4652
O4 1.2907 -0.6962 -1.2809
H7 1.0770 -1.7630 1.6446
H8 2.1147 -1.5435 0.5216
O5 1.9959 -1.8558 1.4234
H9 1.0214 2.9312 0.9694
H10 1.7406 2.6819 -0.3122
O6 1.5382 2.2452 0.5180

Let us look at the natural (NBO) charges, expressed in e, one per atom: atom 1 (O): -0.5758, atom 2 (C): 0.6223, atom 3 (O): -0.7032, atom 4 (H): 0.1182, atom 5 (H): 0.5222, atom 6 (H): 0.4723, atom 7 (H): 0.4619, atom 8 (O): -0.9336, atom 9 (H): 0.4765, atom 10 (H): 0.4900, atom 11 (O): -0.9452, atom 12 (H): 0.4706, atom 13 (H): 0.4642, atom 14 (O): -0.9409, atom 15 (H): 0.4704, atom 16 (H): 0.4598, atom 17 (O): -0.9297

# 3
An isolated ion of composition C9H16N and charge +1 in a non-equilibrium geometry. Source: OMol25; level of theory: ωB97M-V with the def2-TZVPD basis set.

Output
ΔE to the lowest compared entry with this formula, charge and spin ... 122.6 kcal/mol
Net charge ... +1

Cartesian coordinates (Å):
C1 0.9224 -0.9546 0.7713
C2 1.4532 -1.9304 1.4399
C3 -0.8892 -0.3576 -0.9416
C4 0.5250 0.0612 -0.0706
C5 2.0584 -1.8945 2.7767
C6 -1.8053 -1.4413 -0.5960
C7 1.6784 0.8172 -0.7746
C8 -1.7738 2.1445 -1.5210
C9 -0.9887 2.1090 -0.2063
N1 -0.8214 0.6466 0.0143
H1 1.5852 -2.9389 0.8869
H2 -0.8363 -0.2545 -1.9359
H3 1.8421 -2.8459 3.2858
H4 1.6338 -1.1940 3.5269
H5 3.1342 -1.7458 2.6874
H6 -1.6322 -2.3724 -1.0026
H7 -2.6938 -1.0295 -0.9778
H8 -1.6812 -1.5350 0.4668
H9 2.5624 0.2539 -0.9924
H10 1.9827 1.5346 0.0424
H11 1.4453 1.3955 -1.7118
H12 -2.6248 1.4025 -1.6249
H13 -2.1915 3.1271 -1.4697
H14 -1.3081 2.0061 -2.4758
H15 -1.5416 2.4342 0.6648
H16 -0.0350 2.5619 -0.2623

Let us look at the natural (NBO) charges, expressed in e, one per atom: atom 1 (C): 0.3759, atom 2 (C): -0.2410, atom 3 (C): 0.2228, atom 4 (C): -0.0384, atom 5 (C): -0.6511, atom 6 (C): -0.6414, atom 7 (C): -0.6478, atom 8 (C): -0.6439, atom 9 (C): -0.2072, atom 10 (N): -0.3828, atom 11 (H): 0.3013, atom 12 (H): 0.2056, atom 13 (H): 0.2546, atom 14 (H): 0.2523, atom 15 (H): 0.2591, atom 16 (H): 0.2342, atom 17 (H): 0.2546, atom 18 (H): 0.2354, atom 19 (H): 0.2517, atom 20 (H): 0.2349, atom 21 (H): 0.2488, atom 22 (H): 0.2125, atom 23 (H): 0.2410, atom 24 (H): 0.2241, atom 25 (H): 0.2324, atom 26 (H): 0.2123

# 4
C23H26N2O7S in the gas phase in a non-equilibrium geometry. Source: OMol25; level of theory: ωB97M-V with the def2-TZVPD basis set.

Output
SMILES string ... CCN(CC)S(=O)(=O)c1ccc(OC)c(NC(=O)COc2ccc3c(C)cc(=O)oc3c2)c1
ΔE to the lowest compared entry with this formula, charge and spin ... 24.9 kcal/mol
Net charge ... 0

Cartesian coordinates (Å):
C1 -1.1477 -3.1742 -2.3850
H1 -1.5731 -4.1346 -2.1040
H2 -0.9295 -3.1832 -3.4494
H3 -0.2189 -3.0333 -1.8386
C2 -2.1292 -2.0496 -2.0688
N1 -2.4478 -2.0259 -0.6526
S1 -1.7436 -0.7583 0.1642
O1 -1.8199 0.4758 -0.5672
O2 -2.2402 -0.7642 1.5128
C3 -0.0245 -1.2407 0.2265
C4 0.3879 -2.2229 1.1018
C5 1.7423 -2.4796 1.2551
C6 2.6795 -1.7297 0.5553
C7 2.2421 -0.7396 -0.3479
C8 0.8862 -0.5144 -0.5135
H4 0.5288 0.2506 -1.1818
N2 3.2001 0.0831 -0.9411
C9 2.9868 0.9425 -1.9823
O3 2.2088 0.7532 -2.8825
C10 3.8087 2.2277 -1.8125
O4 3.6499 2.6761 -0.4763
C11 2.3574 2.7162 -0.0046
C12 1.2591 3.0137 -0.7913
C13 -0.0212 2.9955 -0.2371
C14 -0.2216 2.6582 1.1115
C15 0.9086 2.3718 1.8854
C16 2.1726 2.4091 1.3477
H5 3.0400 2.1916 1.9510
H6 0.7876 2.1057 2.9230
C17 -1.5811 2.6257 1.5982
C18 -2.5712 2.9547 0.7415
C19 -2.3374 3.3005 -0.6447
O5 -3.1893 3.6006 -1.4432
O6 -1.0315 3.3160 -1.0619
H7 -3.6069 2.9390 1.0421
C20 -1.8776 2.1978 2.9966
H8 -1.2125 2.6741 3.7133
H9 -2.9059 2.4363 3.2532
H10 -1.7543 1.1160 3.0572
H11 1.3447 3.2567 -1.8376
H12 4.8785 2.0440 -1.9410
H13 3.4839 2.9729 -2.5458
H14 4.0274 0.2265 -0.3752
O7 4.0306 -1.8387 0.6877
C21 4.5456 -2.7856 1.5967
H15 5.6282 -2.6844 1.5414
H16 4.2130 -2.5811 2.6185
H17 4.2633 -3.8039 1.3157
H18 2.0578 -3.2480 1.9420
H19 -0.3487 -2.7633 1.6726
C22 -3.7970 -2.3600 -0.2400
C23 -4.8223 -1.2885 -0.5991
H20 -4.8924 -1.1563 -1.6763
H21 -5.8016 -1.5649 -0.2167
H22 -4.5199 -0.3421 -0.1573
H23 -4.0571 -3.3222 -0.6900
H24 -3.7559 -2.4750 0.8445
H25 -3.0440 -2.1838 -2.6509
H26 -1.6961 -1.0833 -2.3396

Let us look at the natural (NBO) charges, expressed in e, one per atom: atom 1 (C): -0.6078, atom 2 (H): 0.2032, atom 3 (H): 0.2134, atom 4 (H): 0.2127, atom 5 (C): -0.2356, atom 6 (N): -0.6905, atom 7 (S): 2.3334, atom 8 (O): -0.9558, atom 9 (O): -0.9582, atom 10 (C): -0.3740, atom 11 (C): -0.1184, atom 12 (C): -0.3116, atom 13 (C): 0.2839, atom 14 (C): 0.1829, atom 15 (C): -0.2106, atom 16 (H): 0.2644, atom 17 (N): -0.6386, atom 18 (C): 0.6655, atom 19 (O): -0.5659, atom 20 (C): -0.1663, atom 21 (O): -0.5025, atom 22 (C): 0.3160, atom 23 (C): -0.3393, atom 24 (C): 0.3591, atom 25 (C): -0.1103, atom 26 (C): -0.1755, atom 27 (C): -0.2765, atom 28 (H): 0.2232, atom 29 (H): 0.2201, atom 30 (C): 0.0938, atom 31 (C): -0.3297, atom 32 (C): 0.7549, atom 33 (O): -0.5700, atom 34 (O): -0.4565, atom 35 (H): 0.2286, atom 36 (C): -0.6551, atom 37 (H): 0.2147, atom 38 (H): 0.2251, atom 39 (H): 0.2525, atom 40 (H): 0.2454, atom 41 (H): 0.2147, atom 42 (H): 0.2055, atom 43 (H): 0.4168, atom 44 (O): -0.5018, atom 45 (C): -0.2513, atom 46 (H): 0.2047, atom 47 (H): 0.1809, atom 48 (H): 0.1820, atom 49 (H): 0.2261, atom 50 (H): 0.2286, atom 51 (C): -0.2156, atom 52 (C): -0.6290, atom 53 (H): 0.2064, atom 54 (H): 0.2149, atom 55 (H): 0.2210, atom 56 (H): 0.2002, atom 57 (H): 0.2256, atom 58 (H): 0.2028, atom 59 (H): 0.2238

# 5
An isolated ion of composition C2H5N4S and charge +1 in a non-equilibrium geometry. Source: OMol25; level of theory: ωB97M-V with the def2-TZVPD basis set.

Output
SMILES string ... Nc1[nH]nc(S)[nH+]1
ΔE to the lowest compared entry with this formula, charge and spin ... 0.0 kcal/mol
Net charge ... +1

Cartesian coordinates (Å):
N1 2.1843 -0.1631 0.2973
C1 0.8249 -0.2138 0.0748
N2 0.0895 -1.2745 0.0572
N3 -1.2342 -0.9954 -0.1691
C2 -1.2675 0.2862 -0.2578
S1 -2.7825 1.1326 -0.4999
N4 -0.0139 0.8205 -0.1199
H1 2.3962 0.6370 0.8802
H2 2.7265 -0.1303 -0.5583
H3 0.4091 -2.2207 0.2019
H4 -3.5322 0.3175 0.2587
H5 0.2000 1.8040 -0.1651

Let us look at the natural (NBO) charges, expressed in e, one per atom: atom 1 (N): -0.8072, atom 2 (C): 0.5857, atom 3 (N): -0.3007, atom 4 (N): -0.2289, atom 5 (C): 0.2083, atom 6 (S): 0.1167, atom 7 (N): -0.5177, atom 8 (H): 0.4089, atom 9 (H): 0.4227, atom 10 (H): 0.4608, atom 11 (H): 0.1882, atom 12 (H): 0.4633